No. 1
The following is a DFT calculation (the ωB97M-V functional and the def2-TZVPD basis) of a cluster of 2 separate species, C12H18INO3 in total.

The geometry in XYZ format:
```
35
Properties=species:S:1:pos:R:3:mulliken_charge:R:1
H 0.9525 0.8762 0.1374 -0.02
C 1.8214 -2.4037 1.2115 0.17
H -1.1452 -0.0177 1.0299 0.46
I 3.4113 2.2349 1.2634 0.31
C 1.5097 0.0005 0.6098 0.36
O 0.1636 -4.1109 1.9798 -0.45
H 3.6619 -2.8600 2.3963 0.42
H 0.3715 4.2068 -0.9928 0.21
O 1.8764 -4.7711 0.6294 -0.44
C -1.1797 -0.3534 -0.0388 -0.21
C -2.6404 -0.5062 -0.6267 -0.51
H -4.3599 -0.6289 0.7516 0.25
H -2.7015 0.0835 -1.5858 0.30
C -0.3083 -1.6494 -0.2094 -0.48
C -0.7182 3.9696 -2.7978 -1.23
H -0.0759 -1.7432 -1.3133 0.29
H -0.6654 0.4491 -0.6343 -0.19
C 0.2471 3.3945 -1.7427 -0.38
C 1.0053 -1.3897 0.5491 0.44
H -0.8158 3.3045 -3.6605 0.27
C 1.3172 -3.8959 1.2046 0.33
H -1.7140 4.1446 -2.3809 0.27
H 1.2443 3.3908 -2.2361 0.24
H -3.1704 0.6080 1.2949 0.32
H 0.3905 -3.6788 2.8305 0.38
N 2.6851 0.2853 1.2411 -0.40
O -0.2458 2.2144 -1.3135 -0.79
H -4.1679 1.0127 -0.1420 0.28
C 3.0743 -2.0537 1.9051 -0.76
H -2.9065 -1.5614 -0.9005 0.39
H 4.4336 -0.3878 2.3715 0.36
H -0.8191 -2.6079 0.0673 0.52
C 3.4758 -0.6581 1.8824 -0.09
C -3.6646 0.1684 0.3872 -1.03
H -0.3429 4.9341 -3.1676 0.40
```

Properties
Energy in Ha: -1046.0174
Frontier orbital gap in eV: 3.98

***

No. 2
The following is a DFT calculation (the ωB97M-V functional and the def2-TZVPD basis) of the ion C12H18N with charge +1.

The geometry in XYZ format:
```
31
Properties=species:S:1:pos:R:3:mulliken_charge:R:1
H -0.5088 1.7475 -1.0436 0.27
C -0.4218 0.8767 -0.2675 0.12
C -0.9664 -2.1329 0.7746 -1.62
H -3.1483 1.7711 1.5404 0.37
H -0.9221 -1.5742 1.6487 0.41
C -2.5595 -0.4182 -0.8434 -0.66
H 0.0147 -2.3604 -1.1589 0.50
C -3.2756 0.6092 -0.3224 -0.64
H 3.3129 1.6185 -1.4044 0.31
N 0.9958 0.4103 0.0370 0.23
H -0.5383 -3.1202 0.9483 0.46
C -1.0963 -0.3569 -0.9976 0.34
C 1.0380 -0.9050 -0.0046 0.79
C 2.1762 -1.7035 0.3259 -1.51
H 2.7580 -1.1132 1.0348 0.43
H -0.9912 -0.4406 -2.1135 0.31
H 1.9871 -2.6606 0.9197 0.35
H 2.7232 0.5994 0.9078 0.17
H 3.2093 2.9345 -0.2305 0.36
C -2.6372 1.4670 0.6220 -0.44
H 1.7000 2.4570 -1.3341 0.30
C -1.3038 1.4151 0.7979 -0.88
C 2.6586 2.1951 -0.7717 -0.96
C 2.0499 1.3477 0.3959 -0.43
H -0.9253 1.9476 1.6629 0.31
H 2.8076 -2.1904 -0.5471 0.33
H -4.4103 0.5617 -0.2705 0.34
H -3.0486 -1.2237 -1.4515 0.48
C -0.3147 -1.5448 -0.4582 0.13
H -1.9974 -2.2320 0.4625 0.46
H 1.6343 2.0182 1.1410 0.36
```

Properties
Energy in Ha: -522.4722
Structure (SMILES): CC[N+]1=C(C)[C@@H](C)[C@H]2C=CC=C[C@H]21
Frontier orbital gap in eV: 8.12
Charge: +1
Energy relative to the best compared isomer or geometry (same formula, charge and spin) in eV: 3.229